Record 1
Density functional theory data (ωB97M-V/def2-TZVPD) for a 2-piece molecular cluster, C3H11N2O2 overall.

```
18
Properties=species:S:1:pos:R:3:forces:R:3
H -1.612863 2.246243 0.224826 -0.09 0.80 -0.77
H 1.764541 2.005337 -2.375010 -0.05 -0.10 0.43
O 0.873589 1.931777 -1.996611 0.04 0.09 -1.00
H -0.304844 0.821795 -1.015222 0.47 0.43 0.57
H 0.230614 -3.348197 0.909869 -0.29 0.36 -0.05
H -0.977087 -1.114194 1.043227 -0.47 0.55 0.15
C -0.436204 -0.848989 0.139896 0.31 0.26 1.22
H -1.095485 1.648801 1.705419 0.28 -0.52 -0.08
H 0.627992 0.941983 0.341307 0.21 -0.21 -0.19
H 0.329255 2.018672 -2.794439 -0.01 0.18 0.16
H -2.340270 0.809394 0.809596 0.25 -0.71 -0.40
C 0.932526 -1.419810 0.447704 0.12 -1.29 -0.26
H -1.041693 -1.197396 -0.674870 0.25 -0.49 -0.61
N -0.288525 0.639908 -0.000832 -1.56 -1.38 0.03
O 1.917767 -0.740036 0.331189 0.56 0.91 -0.06
H 1.855795 -3.064206 1.203767 0.22 0.26 -0.05
N 0.958468 -2.656004 0.996246 -0.10 -0.45 -0.17
C -1.393574 1.324922 0.703939 -0.15 1.31 1.07
```
Positions in Å, forces in eV/Å.

- molecular weight (g mol⁻¹) = 107.13
- spin multiplicity = 1
- Kohn-Sham gap (eV) = 11.387
- charge = +1
- energy above the lowest of the compared OMol25 structures with the same formula, charge and spin (kcal/mol) = 27.6

natural (NBO) population analysis, charges in e, atoms 1 to 2: 0.24 0.51

***

Record 2
Density functional theory data (ωB97M-V/def2-TZVPD) for a 2-piece molecular cluster, C3H11N2O2 overall.

```
18
Properties=species:S:1:pos:R:3:forces:R:3
O -1.254754 -1.689355 1.093626 0.10 0.24 0.43
C -0.334565 1.805467 0.989225 -0.17 2.52 0.89
H 2.548849 2.410420 -2.325139 1.56 -0.10 -0.79
C -0.739687 -0.621823 0.763337 -0.08 -4.15 -1.58
H 0.412908 2.017595 0.255328 1.35 -1.18 -0.03
C -0.073304 -0.695445 -0.596378 1.54 3.43 -1.36
H -1.094892 2.432601 0.513322 -0.91 -0.44 0.44
N 0.547990 -2.001395 -0.906354 -2.51 -3.49 0.08
H 0.771934 0.049042 -0.796337 -1.06 -0.78 0.61
H 1.264383 -2.272399 -0.224028 -0.25 0.27 0.21
O 1.835777 2.002489 -1.868391 1.59 -3.53 -0.11
H -0.215972 -2.854733 -0.861588 2.05 2.61 0.08
H -0.090792 2.324857 1.956833 0.15 -0.27 -1.21
N -0.760384 0.492448 1.386361 -1.52 3.72 3.18
H -0.861401 -0.327723 -1.302139 0.65 -1.16 0.08
H -1.370331 0.681856 2.256954 1.15 -1.70 -1.90
H 1.340981 2.736838 -1.753898 -3.21 3.59 0.89
H 1.018243 -2.069981 -1.818347 -0.43 0.43 0.10
```
Positions in Å, forces in eV/Å.

- molecular weight (g mol⁻¹) = 107.13
- spin multiplicity = 1
- Kohn-Sham gap (eV) = 10.252
- charge = +1
- energy above the lowest of the compared OMol25 structures with the same formula, charge and spin (kcal/mol) = 60.9

natural (NBO) population analysis, charges in e, atoms 1 to 2: -0.63 -0.45

***

Record 3
Density functional theory data (ωB97M-V/def2-TZVPD) for a 2-piece molecular cluster, C3H11N2O2 overall.

```
18
Properties=species:S:1:pos:R:3:forces:R:3
N 0.927190 -1.795862 -1.482530 0.19 0.44 -0.31
H -1.574829 0.568623 0.538394 0.08 -0.18 0.03
C 0.194023 1.756030 0.687432 0.81 0.76 -0.08
H -0.668358 -1.388554 1.441607 0.16 -0.14 0.03
H -1.028264 0.776464 2.196240 0.19 0.23 -0.02
H 1.195251 1.695180 1.148098 -0.13 -0.13 0.04
H 0.817664 -0.765114 1.741138 0.16 0.19 -0.15
C -0.336249 -1.536782 -2.014421 -0.24 -0.09 -0.56
O -0.705647 -0.450356 -2.378882 0.27 -0.08 0.51
H -0.232388 3.652593 0.435306 0.01 0.05 -0.01
C -0.687892 0.633548 1.170979 -0.46 0.20 0.00
H 1.598781 -1.071366 -1.728081 -0.08 -0.01 -0.04
H -1.005228 -2.409272 -2.020462 0.07 -0.12 -0.03
O -0.428201 2.962538 1.074617 -0.15 -0.37 0.06
H 1.318626 -2.710341 -1.675859 -0.25 -0.14 0.23
N 0.009554 -0.692580 1.124198 -0.85 -0.23 -0.43
H 0.354925 1.735222 -0.400687 -0.22 -0.30 0.17
H 0.251043 -0.959970 0.142915 0.45 -0.07 0.58
```
Positions in Å, forces in eV/Å.

- molecular weight (g mol⁻¹) = 107.13
- spin multiplicity = 1
- Kohn-Sham gap (eV) = 10.968
- charge = +1
- energy above the lowest of the compared OMol25 structures with the same formula, charge and spin (kcal/mol) = 40.5

natural (NBO) population analysis, charges in e, atoms 1 to 2: -0.89 0.24

***

Record 4
Density functional theory data (ωB97M-V/def2-TZVPD) for a 2-piece molecular cluster, C3H11N2O3 overall.

```
19
Properties=species:S:1:pos:R:3:forces:R:3
C 0.300709 -0.415810 0.123185 -0.68 0.98 -0.06
O 2.392906 0.465745 0.940902 0.25 0.11 -0.38
H 0.447242 1.427205 -3.380968 -0.03 0.09 0.15
H -0.344646 -2.007369 1.230280 -0.35 0.34 0.17
H 2.956502 0.688260 0.181347 -0.30 -0.04 0.30
H 0.872796 1.672780 0.091505 0.18 0.02 -0.17
N -1.794848 0.799457 -0.400493 0.26 0.17 0.09
H 1.111744 -2.330981 0.482118 0.02 0.12 -0.17
H 0.605813 1.005251 1.693445 0.08 0.06 -0.10
H 0.575350 -0.556287 -0.911571 0.18 -0.29 -0.19
O 0.036894 0.779160 -2.793641 0.20 -0.21 -0.38
H 1.116147 -1.354127 1.777594 -0.05 0.05 0.11
C 1.043480 0.794793 0.708791 -0.16 -0.36 0.49
N 0.570271 -1.605892 0.951517 0.85 -0.77 0.02
H -2.763402 0.991781 -0.196666 -0.03 -0.08 -0.07
O -1.835966 -0.957683 1.006470 0.26 0.02 -0.08
H -1.318219 1.369259 -1.083477 0.06 -0.22 -0.03
C -1.218479 -0.207422 0.258176 -0.61 -0.16 0.09
H -0.075983 0.012347 -3.377438 -0.14 0.19 0.22
```
Positions in Å, forces in eV/Å.

- molecular weight (g mol⁻¹) = 123.13
- spin multiplicity = 1
- Kohn-Sham gap (eV) = 11.384
- charge = +1
- energy above the lowest of the compared OMol25 structures with the same formula, charge and spin (kcal/mol) = 15.5

natural (NBO) population analysis, charges in e, atoms 1 to 2: -0.18 -0.72

***

Record 5
Density functional theory data (ωB97M-V/def2-TZVPD) for a 2-piece molecular cluster, C3H11N2OPS overall.

```
19
Properties=species:S:1:pos:R:3:forces:R:3
H -0.237841 0.225528 -1.896676 0.70 1.10 -1.24
O 1.522433 0.549960 0.376392 -2.12 -0.52 -0.97
H 1.597950 -2.128589 -0.389019 -0.89 -0.09 0.73
H 3.385549 0.159143 0.848666 -0.10 -0.74 -0.96
H -3.296167 0.934880 1.109318 -0.49 -0.07 0.94
H -3.550012 2.537452 0.446381 -0.21 0.14 -0.77
N -1.913073 1.359423 -0.206488 2.57 0.64 -4.80
H 2.352066 -0.675397 1.845410 -0.37 -0.73 -1.88
N -0.759658 -0.609492 -1.723896 0.18 0.49 1.05
P -1.253083 -0.156496 -0.175270 0.49 -0.62 0.90
C -2.809819 1.825176 0.764938 -0.05 0.35 1.38
H 2.660612 -1.312528 -1.281190 1.01 0.67 -0.71
H 3.185694 -2.389945 0.044603 0.79 -0.05 0.04
H 0.022367 -1.281583 -1.710734 -0.69 -0.13 0.47
C 2.530060 -1.593210 -0.259976 -0.78 -0.58 0.25
S -2.132257 -1.443059 0.950026 0.64 0.59 -0.42
H -1.548921 2.109122 -0.924546 -0.68 -2.26 1.98
C 2.433712 -0.434866 0.691436 0.33 1.74 2.94
H -2.189618 2.324472 1.490619 -0.34 0.08 1.06
```
Positions in Å, forces in eV/Å.

- molecular weight (g mol⁻¹) = 154.18
- spin multiplicity = 1
- Kohn-Sham gap (alpha / beta) (eV) = 6.277 / 6.221
- charge = 0
- energy above the lowest of the compared OMol25 structures with the same formula, charge and spin (kcal/mol) = 90.0

natural (NBO) population analysis, charges in e, atoms 1 to 2: 0.39 -0.78

***

Record 6
Density functional theory data (ωB97M-V/def2-TZVPD) for a 2-piece molecular cluster, C3H11N2S overall.

```
17
Properties=species:S:1:pos:R:3:forces:R:3
H -2.425141 2.749689 -0.599627 -0.31 0.48 0.24
N 1.231877 -1.323780 -0.012162 0.63 -1.37 -0.56
H -2.060196 3.902388 0.754454 -0.03 -0.49 0.24
H 1.002757 -0.807038 0.828034 -0.30 0.12 -0.19
H 1.499878 -3.076502 0.960135 0.16 -0.39 -0.23
H 2.198369 -2.811428 -1.926986 -0.41 0.50 -0.13
H 0.205294 2.352579 -0.579750 -0.02 -0.54 -0.26
H -1.330389 4.088240 -0.805557 0.22 -0.04 0.02
C 1.543789 -2.596079 -0.012167 -0.36 0.55 0.94
H -0.903814 0.308617 -0.706892 -0.50 -0.42 0.18
C -1.659143 3.338437 -0.084450 0.18 -0.64 -0.91
S -1.175827 0.622687 0.574039 0.71 0.73 -0.79
C -0.528445 2.323741 0.214994 -0.31 1.32 1.40
H 2.072572 -4.238275 -1.124861 -0.20 -0.18 0.65
H 0.021159 2.649174 1.105960 -0.11 -0.20 -0.08
H 1.049599 -0.959562 -0.927967 -0.04 0.98 0.00
N 1.830390 -3.260649 -1.102294 0.70 -0.42 -0.51
```
Positions in Å, forces in eV/Å.

- molecular weight (g mol⁻¹) = 107.20
- spin multiplicity = 1
- Kohn-Sham gap (eV) = 8.793
- charge = +1
- energy above the lowest of the compared OMol25 structures with the same formula, charge and spin (kcal/mol) = 18.5

natural (NBO) population analysis, charges in e, atoms 1 to 2: 0.22 -0.69